{"formula": "C11H19Br12N2", "method": "ωB97M-V with the def2-TZVPD basis set", "e_tot_ha": -31428.08963, "e_above_lowest_kcal_mol": 0.0, "total_charge": -1, "largest_force_ev_per_a": 3.12, "gap_ev": 3.028, "species": ["C", "C", "C", "C", "N", "N", "C", "C", "C", "H", "H", "H", "H", "H", "H", "H", "H", "H", "H", "H", "H", "H", "H", "H", "C", "Br", "Br", "Br", "H", "C", "Br", "Br", "Br", "H", "C", "Br", "Br", "Br", "H", "C", "Br", "Br", "Br", "H"], "positions_angstrom": [[0.478, -3.656, 1.797], [0.913, -2.214, 2.024], [0.654, -1.300, 0.780], [0.688, 0.165, 1.244], [-0.576, -1.730, 0.143], [-1.578, -0.882, 0.408], [-2.800, -1.273, 0.627], [-3.623, -0.458, 1.599], [-3.378, -2.452, -0.101], [-0.606, -3.736, 1.800], [0.879, -4.047, 0.862], [0.837, -4.304, 2.609], [1.983, -2.190, 2.275], [0.375, -1.749, 2.855], [1.533, -1.440, 0.124], [0.187, 0.813, 0.528], [1.736, 0.474, 1.295], [0.219, 0.298, 2.221], [-2.983, -0.072, 2.395], [-4.064, 0.419, 1.098], [-4.403, -1.067, 2.057], [-3.531, -2.227, -1.166], [-4.351, -2.773, 0.282], [-2.666, -3.288, -0.073], [-0.366, 2.634, -2.632], [1.507, 3.097, -2.500], [-0.871, 2.344, -4.481], [-0.827, 1.152, -1.498], [-0.926, 3.492, -2.290], [-7.348, -2.944, 1.772], [-7.436, -2.622, -0.124], [-5.835, -4.036, 2.244], [-7.394, -1.301, 2.775], [-8.235, -3.498, 2.041], [4.732, 2.629, 0.091], [4.502, 0.725, -0.043], [5.141, 3.416, -1.625], [3.212, 3.483, 0.906], [5.582, 2.806, 0.732], [7.799, 5.369, -4.657], [8.547, 5.871, -2.956], [6.018, 4.673, -4.467], [7.864, 6.823, -5.919], [8.413, 4.575, -5.054]]}